## w
The following is a quantum chemistry calculation of C6H4O in the gas phase, from the OMol25 dataset.

Structure (XYZ):
```
11
C6H4O | the OMol25 dataset | ωB97M-V/def2-TZVPD
C -0.0854 2.1848 2.0868
C 0.0375 1.2859 1.2939
C 0.0989 0.2509 0.3215
C -0.6509 -0.8727 0.1412
C -0.2286 -1.4406 -1.0992
C 0.7513 -0.6242 -1.5654
O 0.9674 0.4054 -0.7177
H -0.2200 3.0004 2.7644
H -1.4186 -1.2335 0.8111
H -0.6197 -2.3240 -1.5845
H 1.3681 -0.6325 -2.4522
```

Output
**SMILES**: C#Cc1ccco1
**2S+1**: 1
**E_LUMO**: 1.0743 eV
**E_HOMO**: -0.31481 Ha



## x
The following is a quantum chemistry calculation of C6H4O in the gas phase, from the OMol25 dataset.

Structure (XYZ):
```
11
C6H4O | the OMol25 dataset | ωB97M-V/def2-TZVPD
C -0.5060 0.9601 -0.0207
C -0.9874 0.6174 -1.6023
C -1.5496 -0.0702 -0.6491
C -0.9921 -0.3442 0.6322
C 0.4773 -0.0928 0.4981
C 1.3767 -0.7589 -0.5152
O 1.0165 -1.5156 -1.3743
H -0.7296 1.9191 0.4294
H -1.5257 -0.3776 1.5749
H 0.9811 0.1219 1.4444
H 2.4388 -0.4593 -0.4173
```

Output
**2S+1**: 1
**E_LUMO**: 0.2848 eV
**E_HOMO**: -0.34084 Ha



## y
The following is a quantum chemistry calculation of C6H4O in the gas phase, from the OMol25 dataset.

Structure (XYZ):
```
11
C6H4O | the OMol25 dataset | ωB97M-V/def2-TZVPD
C -1.5544 2.5865 0.1440
C -0.7181 1.7015 0.3386
C 0.0479 0.5394 0.2544
C -0.0501 -0.6519 0.9136
C 0.6200 -1.6072 0.1062
C 1.0637 -0.9241 -0.9871
O 0.7417 0.3739 -0.9153
H -2.1651 2.1277 -0.6339
H -0.5803 -0.8010 1.8442
H 0.7212 -2.6649 0.2928
H 1.5852 -1.2199 -1.8850
```

Output
**SMILES**: C#Cc1ccco1
**2S+1**: 1
**E_LUMO**: 0.0046 eV
**E_HOMO**: -0.32800 Ha



## z
The following is a quantum chemistry calculation of C6H4O in the gas phase, from the OMol25 dataset.

Structure (XYZ):
```
11
C6H4O | the OMol25 dataset | ωB97M-V/def2-TZVPD
C -2.8168 -0.9418 1.5134
C -1.7470 -0.3846 1.5779
C -0.5036 0.1781 1.4607
C 0.5973 0.4354 1.0004
C 0.8628 0.1114 -0.4051
C 1.7105 0.7134 -1.4158
O 2.0264 -0.5445 -0.8282
H -3.7627 -1.4377 1.5198
H -0.0637 -0.3126 -0.7959
H 2.4048 1.5166 -1.2067
H 1.2921 0.6663 -2.4204
```

Output
**SMILES**: C#CC#C[C@H]1CO1
**2S+1**: 1
**E_LUMO**: -0.3928 eV
**E_HOMO**: -0.35013 Ha



w has the most favorable energy; the next structure is 1.493 eV above.



## w
The following is a quantum chemistry calculation of C5H5Cl in the gas phase, from the OMol25 dataset.

Structure (XYZ):
```
11
C5H5Cl | the OMol25 dataset | ωB97M-V/def2-TZVPD
C 2.5298 0.0939 0.0740
C 1.0676 -0.0958 0.0565
C -0.1379 -0.2996 0.0858
C -1.5000 -0.4801 -0.1242
C -2.4368 0.4514 -0.0459
Cl -4.0293 -0.0586 0.1028
H 2.8272 0.4164 1.0933
H 2.8405 0.8695 -0.6616
H 2.9795 -0.8354 -0.2004
H -1.8233 -1.5498 -0.1446
H -2.3174 1.4882 -0.2357
```

Output
**SMILES**: CC#C/C=C/Cl
**2S+1**: 1
**E_LUMO**: 0.8246 eV
**E_HOMO**: -0.31530 Ha



## x
The following is a quantum chemistry calculation of C5H5Cl in the gas phase, from the OMol25 dataset.

Structure (XYZ):
```
11
C5H5Cl | the OMol25 dataset | ωB97M-V/def2-TZVPD
Cl -1.4067 -0.4991 0.8563
C 0.1876 0.2593 0.6515
C 1.1882 -0.7463 0.2779
C 1.3760 -0.3961 -1.0468
C 0.5851 0.8263 -1.5131
C -0.0475 1.1853 -0.4464
H 0.4669 1.0480 1.5462
H 1.6495 -1.5078 1.0145
H 2.1581 -0.7993 -1.5522
H 0.5730 1.0075 -2.6838
H -0.6704 1.9641 -0.4207
```

Output
**SMILES**: ClC1C=CC=C1
**2S+1**: 1
**E_LUMO**: 0.5984 eV
**E_HOMO**: -0.32950 Ha



w has the most favorable energy; the next structure is 0.237 eV above.